1.
Computed, not measured: a structure of composition C46H24I4N7Pd, with ωB97M-V with the def2-TZVPD basis set.

```
82
C46H24I4N7Pd ωB97M-V with the def2-TZVPD basis set
Pd 0.161 0.128 0.373
I -7.886 -0.866 5.810
C -6.190 -0.730 4.602
C -5.092 -0.001 5.036
C -3.965 0.082 4.232
C -3.935 -0.545 2.990
C -5.045 -1.270 2.566
C -6.170 -1.369 3.371
C -2.721 -0.443 2.132
C -2.828 0.176 0.903
C -4.046 0.701 0.302
C -3.728 1.113 -0.932
C -2.279 0.876 -1.119
C -1.474 1.283 -2.267
C -1.981 1.119 -3.624
C -3.239 0.546 -3.892
C -3.702 0.372 -5.181
C -2.914 0.752 -6.259
I -3.620 0.519 -8.201
C -1.641 1.256 -6.033
C -1.179 1.420 -4.742
C -0.227 1.906 -1.985
N 0.566 1.567 -0.935
C 1.654 2.386 -0.925
C 2.776 2.232 -0.090
C 3.841 3.263 -0.182
C 3.581 4.573 0.206
C 4.569 5.542 0.122
C 5.819 5.204 -0.375
I 7.303 6.665 -0.532
C 6.089 3.904 -0.778
C 5.101 2.936 -0.674
C 2.970 1.169 0.793
C 4.096 0.899 1.609
C 3.882 -0.327 2.211
C 2.610 -0.755 1.795
N 2.070 0.137 0.962
C 1.861 -2.002 2.063
C 0.520 -1.783 2.638
C -0.117 -2.292 3.839
C -1.394 -1.846 3.815
C -1.536 -1.045 2.613
N -0.327 -1.040 1.950
C 2.051 -3.151 1.263
C 3.047 -3.129 0.286
C 2.908 -3.927 -0.979
C 0.632 -4.919 -0.906
I -0.312 -6.130 -2.279
C 0.533 -5.082 0.450
C 1.107 -4.249 1.413
C 1.516 3.328 -1.989
C 0.377 3.009 -2.669
N -1.787 0.344 -0.027
H -5.113 0.502 5.993
H -3.107 0.653 4.569
H -5.026 -1.770 1.606
H -7.025 -1.942 3.039
H -5.006 0.751 0.787
H -4.376 1.595 -1.643
H -3.865 0.192 -3.089
H -4.675 -0.070 -5.346
H -0.997 1.501 -6.866
H -0.164 1.754 -4.604
H 2.605 4.836 0.594
H 4.365 6.554 0.443
H 7.063 3.646 -1.171
H 5.306 1.919 -0.984
H 4.960 1.536 1.706
H 4.535 -0.856 2.886
H 0.353 -2.912 4.584
H -2.173 -2.038 4.533
H 3.794 -2.347 0.304
H 3.508 -3.468 -1.766
H -0.103 -5.883 0.805
H 0.763 -4.415 2.427
H 2.212 4.119 -2.214
H -0.046 3.534 -3.507
N 0.496 -1.593 -1.397
C 0.929 -2.663 -1.406
N 1.476 -3.889 -1.428
C 3.330 -5.328 -0.858
N 3.675 -6.418 -0.767
```

- orbital gap (spin up / spin down) (eV) = 5.54 / 4.47
- multiplicity = 5
- net charge = +1
- HOMO energy (spin up / spin down) (Ha) = -0.34422 / -0.38146
- ΔE to the lowest compared entry with this formula, charge and spin (kcal/mol) = 5.9


2.
Computed, not measured: a structure of composition C46H25Cl2CrI4N4O2, with ωB97M-V with the def2-TZVPD basis set.

```
84
C46H25Cl2CrI4N4O2 ωB97M-V with the def2-TZVPD basis set
Cr -0.061 0.020 -0.010
I -0.541 6.821 7.025
C -0.491 5.375 5.524
C 0.671 5.184 4.791
C 0.699 4.221 3.793
C -0.424 3.447 3.522
C -1.580 3.650 4.269
C -1.620 4.612 5.267
C -0.395 2.410 2.450
C -0.327 1.079 2.838
C -0.228 0.637 4.201
C -0.196 -0.715 4.177
C -0.285 -1.111 2.799
C -0.340 -2.430 2.366
C -0.244 -3.510 3.389
C 0.942 -4.225 3.525
C 1.052 -5.234 4.471
C -0.031 -5.531 5.284
I 0.127 -7.048 6.706
C -1.220 -4.826 5.162
C -1.320 -3.818 4.215
C -0.453 -2.808 1.037
N -0.434 -1.969 -0.047
C -0.542 -2.773 -1.153
C -0.488 -2.354 -2.475
C -0.571 -3.387 -3.547
C -1.709 -3.483 -4.343
C -1.797 -4.439 -5.345
C -0.735 -5.306 -5.556
I -0.856 -6.741 -7.064
C 0.407 -5.224 -4.774
C 0.483 -4.266 -3.773
C -0.356 -1.022 -2.865
C -0.211 -0.587 -4.226
C -0.111 0.761 -4.200
C -0.205 1.162 -2.824
N -0.342 0.055 -2.024
C -0.202 2.480 -2.390
C -0.319 2.872 -1.058
C -0.407 4.238 -0.625
C -0.480 4.218 0.726
C -0.426 2.841 1.126
N -0.364 2.035 0.023
C -0.076 3.555 -3.418
C 1.119 4.249 -3.567
C 1.244 5.247 -4.522
C 0.162 5.558 -5.331
I 0.342 7.056 -6.771
C -1.040 4.877 -5.194
C -1.152 3.878 -4.238
C -0.683 -4.147 -0.748
C -0.619 -4.168 0.601
N -0.347 -0.006 1.996
H 1.551 5.778 4.998
H 1.604 4.066 3.219
H -2.458 3.051 4.063
H -2.525 4.764 5.839
H -0.181 1.288 5.058
H -0.114 -1.393 5.009
H 1.784 -3.978 2.890
H 1.978 -5.783 4.575
H -2.063 -5.062 5.797
H -2.245 -3.263 4.112
H -2.536 -2.805 -4.173
H -2.688 -4.506 -5.953
H 1.235 -5.899 -4.943
H 1.375 -4.195 -3.162
H -0.177 -1.237 -5.084
H 0.021 1.431 -5.033
H -0.412 5.094 -1.279
H -0.559 5.056 1.398
H 1.961 4.000 -2.933
H 2.179 5.778 -4.633
H -1.883 5.124 -5.824
H -2.087 3.344 -4.125
H -0.815 -4.977 -1.421
H -0.686 -5.021 1.256
Cl 4.424 -0.451 -1.617
C 4.120 -0.216 0.117
Cl 4.481 1.444 0.613
C 2.665 -0.589 0.420
O 2.441 -1.603 1.046
O 1.809 0.235 -0.087
H 4.779 -0.880 0.662
```

- orbital gap (spin up / spin down) (eV) = 6.08 / 5.81
- multiplicity = 4
- HOMO energy (spin up / spin down) (Ha) = -0.27703 / -0.27343
- ΔE to the lowest compared entry with this formula, charge and spin (kcal/mol) = 0.0


3.
Computed, not measured: a structure of composition C46H26F4N4PPtTe at a distorted geometry, with ωB97M-V with the def2-TZVPD basis set.

```
83
C46H26F4N4PPtTe ωB97M-V with the def2-TZVPD basis set
Pt -0.307 0.521 -1.007
C 6.641 -1.095 1.843
C 5.942 -1.970 1.023
C 4.570 -1.851 0.893
C 3.900 -0.848 1.593
C 4.607 0.068 2.386
C 5.979 -0.069 2.510
P 2.178 -0.573 1.328
C 2.074 0.664 0.026
C 1.858 0.206 -1.314
C 1.859 1.155 -2.354
C 2.146 2.496 -2.077
C 2.420 2.901 -0.785
C 2.353 1.995 0.277
C 1.181 -0.080 2.729
C 1.696 0.214 3.975
C 0.856 0.699 4.994
C -0.474 0.903 4.745
C -1.038 0.539 3.500
C -2.436 0.717 3.247
C -3.015 0.334 2.065
C -2.236 -0.305 1.098
C -0.862 -0.508 1.305
C -0.220 -0.012 2.505
H 7.712 -1.202 1.952
H 6.465 -2.750 0.488
H 4.039 -2.536 0.246
H 4.118 0.906 2.867
H 6.534 0.628 3.125
H 1.907 -0.851 -1.553
H 1.745 0.819 -3.376
H 2.178 3.214 -2.886
H 2.673 3.935 -0.587
H 2.539 2.337 1.289
H 2.748 0.075 4.185
H 1.275 0.929 5.965
H -1.113 1.333 5.509
H -3.047 1.157 4.028
H -4.077 0.465 1.905
H -2.687 -0.732 0.209
F -0.059 -3.026 -1.744
C -0.489 -3.983 -0.932
C -1.392 -4.874 -1.437
F -1.835 -4.691 -2.652
C -1.816 -6.027 -0.675
C -1.222 -6.172 0.633
C -0.327 -5.256 1.113
F 0.135 -5.430 2.336
C 0.055 -4.131 0.361
C 1.073 -3.195 0.868
C 0.992 -1.853 0.708
N -0.196 -1.241 0.353
C 2.160 -3.744 1.646
N 3.029 -4.140 2.285
F -1.558 -7.174 1.393
C -2.723 -6.937 -1.166
C -3.378 -6.783 -2.431
N -3.945 -6.647 -3.425
C -3.108 -8.114 -0.457
N -3.480 -9.070 0.071
Te -1.501 2.814 -0.500
C -0.670 4.278 -1.737
C -0.302 5.476 -1.140
C 0.185 6.510 -1.938
C 0.277 6.341 -3.311
C -0.103 5.138 -3.895
C -0.576 4.096 -3.110
C -3.307 2.476 -1.504
C -3.339 1.827 -2.734
C -4.550 1.712 -3.403
C -5.710 2.231 -2.843
C -5.672 2.856 -1.606
C -4.466 2.985 -0.927
H -0.391 5.621 -0.070
H 0.474 7.449 -1.485
H 0.640 7.151 -3.931
H -0.039 5.014 -4.969
H -0.856 3.157 -3.570
H -2.440 1.406 -3.165
H -4.587 1.218 -4.366
H -6.648 2.147 -3.376
H -6.579 3.258 -1.172
H -4.439 3.496 0.028
```

- orbital gap (spin up / spin down) (eV) = 4.03 / 3.99
- net charge = +3
- HOMO energy (spin up / spin down) (Ha) = -0.57894 / -0.57742
- ΔE to the lowest compared entry with this formula, charge and spin (kcal/mol) = 48.1


4.
Computed, not measured: a cluster of 4 separate species, C46H27F2NO10 in total at a distorted geometry, with ωB97M-V with the def2-TZVPD basis set.

```
86
C46H27F2NO10 ωB97M-V with the def2-TZVPD basis set
O -4.375 -6.110 3.376
C -3.998 -5.061 2.899
C -2.822 -4.341 3.454
C -2.137 -4.898 4.525
C -1.027 -4.255 5.044
C -0.596 -3.054 4.495
C -1.281 -2.490 3.434
C -2.398 -3.125 2.911
C -3.135 -2.487 1.784
O -2.806 -1.398 1.350
C -4.301 -3.220 1.211
C -5.001 -2.669 0.142
C -6.084 -3.341 -0.395
C -6.471 -4.572 0.120
C -5.783 -5.125 1.183
C -4.703 -4.452 1.737
H -2.480 -5.833 4.944
H -0.495 -4.691 5.879
H 0.274 -2.553 4.900
H -0.952 -1.556 3.014
H -4.695 -1.720 -0.268
H -6.626 -2.909 -1.227
H -7.311 -5.099 -0.309
H -6.079 -6.079 1.594
O -0.825 1.399 -1.199
C -1.369 1.740 -2.234
C -2.793 1.377 -2.497
C -3.524 0.717 -1.509
C -4.857 0.407 -1.736
C -5.457 0.742 -2.945
C -4.735 1.391 -3.927
C -3.406 1.715 -3.707
C -2.654 2.420 -4.781
O -3.174 2.669 -5.847
C -1.252 2.827 -4.497
C -0.549 3.529 -5.465
C 0.747 3.941 -5.215
C 1.348 3.653 -3.996
C 0.656 2.942 -3.031
C -0.644 2.522 -3.276
H -3.053 0.455 -0.573
H -5.436 -0.089 -0.974
H -6.498 0.503 -3.115
H -5.198 1.660 -4.865
H -1.026 3.751 -6.409
H 1.292 4.490 -5.970
H 2.358 3.979 -3.799
H 1.116 2.715 -2.083
O 7.422 -0.454 1.699
C 6.849 -0.015 0.726
C 5.387 -0.235 0.529
C 4.677 -0.937 1.492
C 3.314 -1.126 1.346
C 2.649 -0.615 0.236
C 3.357 0.071 -0.736
C 4.728 0.262 -0.595
C 5.473 0.994 -1.658
O 4.909 1.388 -2.657
C 6.929 1.234 -1.453
C 7.638 1.944 -2.414
C 8.985 2.199 -2.228
C 9.631 1.748 -1.082
C 8.932 1.032 -0.126
C 7.581 0.769 -0.309
H 5.199 -1.328 2.353
H 2.765 -1.671 2.102
H 1.581 -0.755 0.128
H 2.855 0.460 -1.606
H 7.128 2.293 -3.299
H 9.535 2.753 -2.976
H 10.682 1.955 -0.936
H 9.426 0.674 0.765
O 1.115 1.186 4.629
C 1.140 1.184 3.427
O 0.200 0.513 2.685
C -0.741 1.325 2.018
N -1.585 2.064 3.004
C -2.954 1.697 2.846
O -3.599 1.060 3.645
F -3.449 2.077 1.679
C -1.398 3.466 2.929
O -1.827 4.242 2.116
F -0.609 3.847 3.920
H 1.946 1.628 2.844
H -1.371 0.638 1.487
H -0.285 2.016 1.322
```

- orbital gap (eV) = 8.74
- SMILES = O=C1c2ccccc2C(=O)c2ccccc21.O=C1c2ccccc2C(=O)c2ccccc21.O=C1c2ccccc2C(=O)c2ccccc21.O=COCN(C(=O)F)C(=O)F
- HOMO energy (Ha) = -0.36491


5.
Computed, not measured: a structure of composition C46H28Cl2F4GeN5O2Rh, with ωB97M-V with the def2-TZVPD basis set.

```
89
C46H28Cl2F4GeN5O2Rh ωB97M-V with the def2-TZVPD basis set
Rh -0.989 0.365 -0.238
F 5.077 -1.022 3.415
C 4.156 -1.991 3.257
C 4.186 -3.041 4.152
F 5.155 -3.012 5.090
C 3.268 -4.098 4.140
C 2.347 -3.986 3.094
C 2.317 -2.934 2.201
F 1.373 -2.973 1.233
C 3.210 -1.869 2.240
C 3.168 -0.728 1.311
C 1.964 -0.167 0.903
N 0.991 0.388 0.572
C 4.345 -0.100 0.859
N 5.304 0.419 0.467
F 1.428 -4.958 2.922
C 3.262 -5.181 5.102
C 2.377 -6.279 5.018
N 1.687 -7.210 4.992
C 4.116 -5.222 6.226
N 4.783 -5.318 7.169
Cl -0.412 -0.812 -7.482
C -0.264 -2.092 -6.300
C -0.485 -3.388 -6.725
C -0.369 -4.427 -5.819
C -0.069 -4.142 -4.499
C 0.117 -2.837 -4.077
Cl 0.344 -2.561 -2.397
C 0.061 -1.758 -4.974
N 0.232 -0.435 -4.612
C 1.312 0.084 -3.845
C 2.459 -0.682 -3.639
C 3.518 -0.182 -2.904
C 3.466 1.116 -2.415
C 2.347 1.887 -2.665
C 1.245 1.396 -3.362
C 0.055 2.312 -3.536
C -0.522 2.901 -2.215
O -0.948 4.048 -2.252
O -0.524 2.144 -1.180
H -0.734 -3.568 -7.761
H -0.521 -5.450 -6.137
H -0.007 -4.926 -3.759
H -0.133 0.210 -5.293
H 2.507 -1.686 -4.041
H 4.378 -0.804 -2.691
H 4.282 1.500 -1.820
H 2.290 2.896 -2.271
H -0.775 1.803 -4.032
H 0.328 3.174 -4.147
C -1.667 -0.764 0.750
Ge -2.529 -1.998 2.029
C -1.466 -2.130 3.638
C -0.320 -1.355 3.807
C 0.440 -1.472 4.962
C 0.058 -2.359 5.958
C -1.092 -3.122 5.806
C -1.856 -3.001 4.655
C -4.291 -1.228 2.356
C -4.463 0.154 2.410
C -5.701 0.700 2.715
C -6.783 -0.131 2.972
C -6.627 -1.508 2.912
C -5.388 -2.052 2.602
C -2.709 -3.682 1.077
C -2.000 -4.809 1.479
C -2.049 -5.975 0.725
C -2.801 -6.017 -0.439
C -3.507 -4.894 -0.854
C -3.457 -3.732 -0.101
H 0.010 -0.688 3.017
H 1.353 -0.898 5.065
H 0.670 -2.474 6.844
H -1.375 -3.833 6.571
H -2.737 -3.624 4.536
H -3.629 0.813 2.189
H -5.822 1.776 2.746
H -7.750 0.296 3.211
H -7.472 -2.160 3.101
H -5.277 -3.130 2.542
H -1.394 -4.781 2.372
H -1.483 -6.841 1.045
H -2.830 -6.924 -1.032
H -4.081 -4.918 -1.772
H -3.992 -2.851 -0.443
C -2.764 0.415 -1.348
H -3.614 -0.174 -1.006
H -2.483 0.069 -2.348
H -3.064 1.463 -1.399
```

- orbital gap (eV) = 5.25
- net charge = -2
- HOMO energy (Ha) = -0.06619
- ΔE to the lowest compared entry with this formula, charge and spin (kcal/mol) = 7.0


Short version: M = 1288.78 1296.25 1064.39 791.72 1005.18 g/mol, in the order given.